Record 1
ORCA calculation (ωB97M-V with the def2-TZVPD basis set) on C22H25MgN8O3S as an isolated structure in a non-equilibrium geometry.

The geometry in XYZ format:
```
60
Properties=species:S:1:pos:R:3:nbo_charge:R:1
Mg 0.011 0.170 -0.158 1.74
C -2.176 4.248 1.168 -0.42
N -1.435 3.458 2.137 -0.43
C -1.683 3.839 3.522 -0.40
C -0.971 2.233 1.759 0.64
N -1.256 1.616 0.669 -0.88
N -0.062 1.650 2.641 -0.63
C 0.161 0.287 2.752 0.63
N 0.699 -0.097 3.939 -0.81
N -0.125 -0.509 1.787 -0.88
H -2.103 5.298 1.446 0.22
H -3.235 3.974 1.129 0.20
H -1.736 4.133 0.180 0.21
H -1.484 4.903 3.641 0.22
H -1.050 3.300 4.221 0.20
H -2.724 3.645 3.795 0.21
H -2.040 2.002 0.161 0.39
H 0.314 2.236 3.363 0.41
H 0.821 0.521 4.721 0.40
H 0.937 -1.063 4.076 0.41
H 0.000 -1.487 2.014 0.38
O 0.011 -1.631 -0.747 -0.78
N 0.018 -1.949 -2.039 0.00
C 0.714 -3.033 -2.444 0.02
C 0.778 -3.389 -3.762 -0.26
C 0.083 -2.618 -4.701 -0.16
C -0.638 -1.532 -4.275 -0.24
C -0.668 -1.160 -2.917 0.04
S -1.483 0.203 -2.325 -0.41
H 1.199 -3.589 -1.657 0.22
H 1.355 -4.253 -4.054 0.24
H 0.109 -2.879 -5.750 0.23
H -1.200 -0.915 -4.960 0.24
O 4.828 -5.123 3.370 -0.65
C 5.443 -4.131 2.702 0.77
O 6.637 -4.077 2.656 -0.54
C 4.571 -3.097 2.052 -0.17
C 3.256 -3.336 1.663 -0.19
C 2.517 -2.355 1.023 -0.26
C 3.084 -1.112 0.738 0.21
C 4.398 -0.870 1.153 -0.26
C 5.131 -1.853 1.787 -0.14
N 2.335 -0.106 0.079 -0.50
C 2.955 0.687 -0.698 0.14
C 2.283 1.818 -1.327 0.11
C 3.018 2.778 -2.017 -0.21
C 2.348 3.841 -2.594 -0.14
C 0.967 3.893 -2.484 -0.23
C 0.316 2.879 -1.798 0.09
N 0.952 1.872 -1.213 -0.52
H 3.873 -5.022 3.385 0.48
H 2.797 -4.307 1.813 0.21
H 1.515 -2.556 0.679 0.25
H 4.840 0.107 1.004 0.22
H 6.155 -1.677 2.088 0.25
H 4.011 0.561 -0.944 0.19
H 4.094 2.688 -2.089 0.23
H 2.888 4.609 -3.131 0.24
H 0.402 4.694 -2.940 0.24
H -0.763 2.853 -1.749 0.22
```

Computed properties:
E   -57561.758 eV
2S+1   1
HOMO   -9.86 eV
Total charge   +1

Record 2
ORCA calculation (ωB97M-V with the def2-TZVPD basis set) on a 2-piece molecular cluster, CH5N3O3S overall in a non-equilibrium geometry.

The geometry in XYZ format:
```
13
Properties=species:S:1:pos:R:3:nbo_charge:R:1
C -1.725 0.182 0.327 0.64
N -2.072 -0.974 0.478 -0.80
N 0.360 -0.476 -1.184 -1.21
N -1.747 1.346 0.568 -0.72
O 2.760 -0.235 -0.217 -0.87
O 1.287 1.710 -0.158 -0.91
O 0.747 -0.267 1.157 -0.89
S 1.184 0.299 -0.187 2.45
H 0.138 -0.946 1.180 0.54
H -2.451 -1.694 -0.151 0.42
H -0.018 0.045 -1.942 0.40
H -1.207 2.255 0.427 0.45
H 2.743 -1.245 -0.298 0.50
```

Computed properties:
E   -22563.158 eV
2S+1   1
HOMO   -9.83 eV

Record 3
ORCA calculation (ωB97M-V with the def2-TZVPD basis set) on one molecule with the formula C4H6O2 in a non-equilibrium geometry.

The geometry in XYZ format:
```
12
Properties=species:S:1:pos:R:3:nbo_charge:R:1
C -2.011 -0.101 0.695 -0.26
C 0.032 -0.558 0.502 0.28
O -0.963 -0.368 -0.320 -0.49
C 1.280 -0.411 -0.238 -0.69
C 1.493 0.978 -0.767 0.45
O 2.345 1.756 -0.438 -0.50
H -2.185 0.976 0.761 0.19
H -1.813 -0.511 1.711 0.23
H -2.805 -0.604 0.212 0.18
H 2.063 -0.675 0.434 0.24
H 1.228 -1.103 -1.076 0.25
H 0.817 1.332 -1.536 0.11
```

Computed properties:
E   -8335.988 eV
2S+1   1
HOMO   -8.55 eV